No. 1
Entry from the Open Molecules 2025 dataset: C30H45NO3P2PdS as an isolated structure (the ωB97M-V functional and the def2-TZVPD basis).

Geometry as ORCA input:
```
! RIJCOSX wB97M-V def2-TZVPD def2/J DEFGRID3
* xyz 2 5
Pd 0.581 -0.043 -2.741
C -0.855 -2.451 2.357
C 0.441 -2.568 1.788
C 0.572 -1.105 3.562
C -0.766 -1.581 3.474
C 1.324 -1.740 2.532
C -2.120 -3.029 1.865
H -1.944 -3.727 1.042
H -2.789 -2.228 1.509
H -2.642 -3.560 2.673
C -1.897 -1.204 4.334
H -2.570 -0.517 3.792
H -1.551 -0.703 5.245
H -2.483 -2.092 4.612
C 1.104 -0.124 4.520
H 1.775 -0.598 5.255
H 0.287 0.369 5.060
H 1.671 0.657 3.990
C 2.760 -1.529 2.279
H 3.357 -1.823 3.155
H 2.976 -0.465 2.080
H 3.099 -2.118 1.418
C 0.822 -3.382 0.611
H 1.463 -4.230 0.907
H 1.388 -2.786 -0.121
H -0.065 -3.789 0.109
C -0.874 0.941 -3.669
C -1.784 -0.252 -3.746
C -1.537 -1.207 -4.939
C -0.071 -1.359 -5.403
C 1.042 -1.025 -4.427
C 1.726 0.228 -4.390
C 1.192 1.462 -5.065
C -0.349 1.560 -4.948
H -2.120 -0.838 -5.799
H 0.095 -0.783 -6.326
H -1.962 -2.198 -4.718
H -0.847 1.131 -5.822
H -1.243 1.704 -2.964
H -2.842 0.063 -3.748
H -0.644 2.616 -4.931
H 1.620 2.326 -4.542
H 2.781 0.190 -4.134
H 1.515 1.523 -6.115
H 0.067 -2.419 -5.665
H 1.616 -1.889 -4.064
P -1.768 -0.981 -1.988
C -3.133 -0.111 -1.184
C -2.257 -2.720 -2.123
P 3.019 0.762 -0.119
C 1.356 0.914 -0.939
C 3.703 -0.459 -1.304
C 3.790 2.284 -0.789
H -2.934 -0.091 -0.093
H -4.068 -0.647 -1.408
H -3.201 0.932 -1.533
H -1.684 -3.246 -2.897
H -3.333 -2.793 -2.322
H -2.041 -3.178 -1.144
H 4.259 2.058 -1.753
H 4.565 2.567 -0.065
H 3.058 3.095 -0.888
H 0.609 0.596 -0.196
H 1.169 1.975 -1.194
H 4.349 -1.148 -0.741
H 4.282 0.081 -2.057
H 2.892 -1.025 -1.788
O -2.498 0.632 1.805
C -1.596 1.477 2.007
N -0.489 1.636 1.231
S 0.589 2.732 1.766
O 1.807 2.103 2.268
O 0.764 3.830 0.845
C -0.375 3.142 3.181
C 0.040 3.920 4.263
C -0.797 3.964 5.385
C -2.002 3.242 5.398
C -2.383 2.457 4.300
C -1.541 2.405 3.178
H 0.990 4.446 4.201
H -0.504 4.564 6.249
H -2.647 3.292 6.277
H -3.312 1.890 4.280
*
```

Total energy   -2658.5822 a.u.
HOMO level (spin up / spin down)   -13.519 / -13.477 eV
E_LUMO (spin up / spin down)   -6.44 / -9.38 eV
Energy relative to the best compared isomer or geometry (same formula, charge and spin)   0.0 kcal/mol
HOMO-LUMO gap (spin up / spin down)   0.2603 / 0.1507 Eh

=====

No. 2
Entry from the Open Molecules 2025 dataset: C7H19CuO2P as an isolated structure (the ωB97M-V functional and the def2-TZVPD basis).

Geometry as ORCA input:
```
! RIJCOSX wB97M-V def2-TZVPD def2/J DEFGRID3
* xyz 0 2
Cu 0.503 -1.149 0.208
H -0.475 3.139 1.203
H -0.468 3.054 0.446
P -1.040 0.317 -2.070
C 0.224 0.540 -3.315
H -0.287 0.743 -4.260
H 0.870 1.390 -3.111
H 0.852 -0.333 -3.462
C -2.143 -0.923 -2.742
H -2.984 -1.080 -2.063
H -2.500 -0.602 -3.720
H -1.611 -1.875 -2.808
C -1.920 1.872 -2.063
H -1.257 2.710 -1.850
H -2.347 2.014 -3.057
H -2.732 1.910 -1.339
C 1.810 -0.136 -0.643
O 2.850 0.337 -0.908
H -0.867 -0.101 -0.726
H 0.057 -2.313 -0.701
C 2.147 -1.938 3.366
C 1.055 -0.950 3.181
C 0.692 -0.018 4.301
O 0.496 -0.812 2.070
H 2.387 -1.929 4.435
H 3.034 -1.618 2.792
H 1.811 -2.929 3.032
H 1.042 1.007 4.092
H -0.389 -0.006 4.493
H 1.189 -0.321 5.221
*
```

Total energy   -2410.2019 a.u.
HOMO level (spin up / spin down)   -3.378 / -6.755 eV
E_LUMO (spin up / spin down)   0.69 / 0.66 eV
Energy relative to the best compared isomer or geometry (same formula, charge and spin)   0.6 kcal/mol
HOMO-LUMO gap (spin up / spin down)   0.1495 / 0.2725 Eh

=====

No. 3
Entry from the Open Molecules 2025 dataset: a 2-piece molecular cluster, ClF2NS overall (the ωB97M-V functional and the def2-TZVPD basis).

Geometry as ORCA input:
```
! RIJCOSX wB97M-V def2-TZVPD def2/J DEFGRID3
* xyz 0 1
N -1.994 0.560 0.456
F 1.400 -0.592 -1.029
F 1.493 -0.449 1.391
S 1.337 0.543 0.132
Cl -2.237 -0.061 -0.950
*
```

Total energy   -1112.6760 a.u.
HOMO level (spin up / spin down)   -9.547 / -9.471 eV
E_LUMO (spin up / spin down)   -1.01 / -1.03 eV
Energy relative to the best compared isomer or geometry (same formula, charge and spin)   48.6 kcal/mol
HOMO-LUMO gap (spin up / spin down)   0.3138 / 0.3101 Eh

=====

No. 4
Entry from the Open Molecules 2025 dataset: a 13-piece molecular cluster, C40H80Cl8O24 overall (the ωB97M-V functional and the def2-TZVPD basis).

Geometry as ORCA input:
```
! RIJCOSX wB97M-V def2-TZVPD def2/J DEFGRID3
* xyz 0 1
C -25.365 -1.872 -10.460
Cl -25.590 -0.174 -10.968
Cl -26.597 -2.410 -9.294
H -25.507 -2.506 -11.335
H -24.386 -1.925 -9.983
C -18.601 0.082 -9.312
Cl -18.158 -1.173 -8.184
Cl -18.912 1.551 -8.427
H -17.681 0.230 -9.876
H -19.403 -0.196 -9.996
C -26.994 9.664 -3.012
Cl -26.975 8.606 -4.451
Cl -26.843 8.656 -1.497
H -26.174 10.381 -3.030
H -27.973 10.143 -3.051
C -19.850 13.051 -6.699
Cl -20.345 11.400 -6.541
Cl -18.136 13.115 -6.203
H -20.024 13.299 -7.746
H -20.371 13.819 -6.127
C -22.169 5.399 0.984
C -21.970 4.136 1.879
O -22.390 2.983 1.252
C -22.191 1.793 1.747
O -21.546 1.521 2.732
O -22.805 0.946 0.919
C -22.967 -0.289 1.385
H -21.284 6.034 1.027
H -22.998 6.047 1.270
H -22.410 5.106 -0.037
H -22.503 4.309 2.814
H -20.907 4.049 2.105
H -22.059 -0.889 1.442
H -23.645 -0.888 0.776
H -23.347 -0.228 2.405
C -24.496 -1.740 -17.199
C -22.934 -1.637 -17.122
O -22.576 -1.384 -15.788
C -22.509 0.013 -15.364
O -22.718 0.939 -16.116
O -22.262 0.051 -14.041
C -22.056 1.423 -13.491
H -25.021 -2.549 -16.692
H -24.786 -1.915 -18.235
H -25.068 -0.842 -16.963
H -22.515 -0.897 -17.803
H -22.447 -2.596 -17.301
H -21.142 1.873 -13.878
H -21.956 1.363 -12.407
H -22.891 2.097 -13.680
C -17.766 2.791 -3.367
C -16.482 2.418 -4.163
O -16.049 1.032 -3.933
C -15.038 0.843 -3.057
O -14.553 1.713 -2.363
O -14.719 -0.487 -3.064
C -13.737 -0.896 -2.163
H -17.829 2.738 -2.280
H -18.634 2.274 -3.777
H -17.989 3.816 -3.661
H -15.671 3.120 -3.968
H -16.732 2.622 -5.205
H -14.047 -0.911 -1.119
H -12.771 -0.391 -2.168
H -13.453 -1.907 -2.455
C -22.207 12.716 -1.858
C -21.982 11.710 -0.608
O -21.466 10.536 -0.976
C -20.127 10.261 -0.890
O -19.292 10.865 -0.297
O -19.912 9.065 -1.516
C -18.701 8.369 -1.336
H -22.828 13.604 -1.734
H -22.787 12.154 -2.589
H -21.266 13.060 -2.287
H -22.871 11.447 -0.034
H -21.322 12.230 0.087
H -18.093 8.732 -2.164
H -18.841 7.293 -1.438
H -18.292 8.569 -0.346
C -30.307 5.260 -6.806
C -31.554 6.188 -6.738
O -31.219 7.208 -5.825
C -32.072 8.316 -5.906
O -32.896 8.586 -6.761
O -31.647 9.241 -5.004
C -32.351 10.459 -4.977
H -30.487 4.189 -6.903
H -29.721 5.354 -5.892
H -29.786 5.373 -7.756
H -32.414 5.596 -6.423
H -31.668 6.485 -7.781
H -33.433 10.481 -4.845
H -32.073 11.083 -5.826
H -31.892 10.984 -4.139
C -21.861 -3.063 -5.209
C -22.819 -3.257 -6.376
O -22.226 -3.647 -7.551
C -21.941 -4.994 -7.813
O -21.545 -5.449 -8.874
O -22.246 -5.751 -6.771
C -22.061 -7.173 -6.758
H -21.286 -3.982 -5.097
H -22.314 -2.813 -4.250
H -21.131 -2.325 -5.542
H -23.349 -2.319 -6.546
H -23.540 -4.017 -6.075
H -22.314 -7.593 -7.731
H -22.594 -7.688 -5.959
H -20.991 -7.343 -6.643
O -23.138 6.353 -14.036
C -23.703 6.540 -13.009
O -23.031 7.020 -11.905
C -21.683 7.420 -11.823
C -20.736 6.249 -12.107
C -25.202 6.490 -12.920
H -21.709 7.878 -10.834
H -21.600 8.245 -12.531
H -19.748 6.636 -11.855
H -20.475 5.918 -13.112
H -20.968 5.338 -11.554
H -25.592 5.480 -13.043
H -25.610 7.200 -13.640
H -25.485 6.818 -11.920
O -31.278 2.528 -3.204
C -30.886 1.399 -2.968
O -29.639 0.922 -2.889
C -28.583 1.863 -3.001
C -27.346 1.342 -2.152
C -31.832 0.176 -2.832
H -28.923 2.810 -2.582
H -28.279 1.787 -4.045
H -26.540 2.075 -2.111
H -26.906 0.461 -2.617
H -27.669 0.906 -1.206
H -31.899 -0.357 -1.884
H -31.586 -0.684 -3.455
H -32.824 0.530 -3.110
O -22.210 5.683 -7.199
C -22.606 5.335 -6.102
O -23.312 4.238 -5.797
C -23.626 3.229 -6.828
C -25.081 3.435 -7.316
C -22.399 6.162 -4.910
H -23.464 2.268 -6.341
H -22.933 3.241 -7.669
H -25.807 3.844 -6.612
H -25.577 2.495 -7.558
H -25.048 4.146 -8.141
H -21.919 5.746 -4.024
H -23.417 6.518 -4.756
H -21.724 6.957 -5.228
*
```

Total energy   -7059.2789 a.u.
HOMO level   -9.983 eV
E_LUMO   0.00 eV
HOMO-LUMO gap   0.3667 Eh

=====

Copy entry 3 word for word.
Entry from the Open Molecules 2025 dataset: a 2-piece molecular cluster, ClF2NS overall (the ωB97M-V functional and the def2-TZVPD basis).

Geometry as ORCA input:
```
! RIJCOSX wB97M-V def2-TZVPD def2/J DEFGRID3
* xyz 0 1
N -1.994 0.560 0.456
F 1.400 -0.592 -1.029
F 1.493 -0.449 1.391
S 1.337 0.543 0.132
Cl -2.237 -0.061 -0.950
*
```

Total energy   -1112.6760 a.u.
HOMO level (spin up / spin down)   -9.547 / -9.471 eV
E_LUMO (spin up / spin down)   -1.01 / -1.03 eV
Energy relative to the best compared isomer or geometry (same formula, charge and spin)   48.6 kcal/mol
HOMO-LUMO gap (spin up / spin down)   0.3138 / 0.3101 Eh

=====

Q: The lowest total energy belongs to which entry?
A: C40H80Cl8O24